1.
# C18H54N2O13

8 unconnected molecules or ions with the total composition C18H54N2O13 (the ωB97M-V functional and the def2-TZVPD basis, OMol25).

The value obtained for the highest occupied orbital energy (alpha / beta) is -11.1 / -11.1 eV. As for the multiplicity: 2. The calculation puts the lowest unoccupied orbital energy (alpha / beta) at -2.8772 / -8.2379 eV. As for the charge: +1. As for the strongest force on any atom: 3.87 eV/A. For the energy relative to the best compared isomer or geometry (same formula, charge and spin), the calculation gives 0.000 eV.

The geometry in XYZ format:
```
87
Properties=species:S:1:pos:R:3:forces:R:3:mulliken_spin:R:1
C -1.2658 -4.8239 0.4140 -1.27 0.26 -0.97 0.0001
C -1.0609 -5.4701 -1.0132 0.31 0.63 2.28 0.0000
C -0.0273 -4.5864 -1.7516 -1.67 -0.12 -0.08 0.0000
O -0.6266 -3.2634 -1.9649 0.88 -0.26 0.66 0.0001
C -1.6316 -3.1768 -2.9426 0.48 -0.70 -0.63 0.0000
N -0.6627 -6.8517 -0.7706 0.84 -0.25 -0.58 0.0000
H -1.6639 -3.8147 0.3085 0.14 0.20 0.17 0.0000
H -0.3866 -4.7934 1.0576 0.35 -0.07 -0.48 0.0000
H -2.0083 -5.3855 0.9809 -0.14 -0.14 -0.10 0.0000
H -1.9732 -5.4826 -1.6096 -0.14 0.08 0.23 0.0000
H 0.2293 -5.0606 -2.6990 0.23 0.18 -0.17 0.0000
H 0.8431 -4.4649 -1.1069 0.06 0.26 -0.31 0.0000
H -2.5799 -3.6157 -2.6324 -0.07 -0.11 0.03 0.0000
H -1.2568 -3.6667 -3.8412 -0.31 -0.38 -0.26 0.0000
H -1.8196 -2.1569 -3.2781 0.25 0.33 0.59 -0.0001
H 0.0638 -6.8296 -0.0693 0.64 0.00 -0.11 0.0000
H -1.3674 -7.3600 -0.2557 -0.63 0.07 -0.35 0.0000
C -4.5767 3.0422 -0.5225 0.69 -0.11 -0.25 0.0298
C -3.2068 2.2622 -0.3613 -2.36 1.39 2.73 0.0179
C -2.1789 3.0462 0.5862 0.15 0.37 -0.37 0.0468
O -2.0001 4.3985 0.2835 -0.20 -0.03 -0.83 0.0396
C -1.1083 4.6609 -0.8261 -0.65 -0.46 0.34 -0.0046
N -3.5134 0.9727 0.2228 0.61 0.99 -3.22 0.7846
H -4.4057 4.1170 -0.5833 0.18 -0.14 -0.33 -0.0003
H -5.2841 2.9296 0.2991 0.40 -0.36 0.32 -0.0013
H -5.0934 2.6792 -1.4110 0.05 0.20 -0.13 -0.0015
H -2.8604 2.0064 -1.3627 0.79 -0.04 -0.39 0.1017
H -1.2229 2.5255 0.6415 0.03 -0.28 -0.13 0.0003
H -2.6300 3.0649 1.5783 -0.15 -0.24 0.00 -0.0076
H -0.0882 4.4889 -0.4828 0.09 0.06 -0.27 0.0039
H -1.2652 5.6670 -1.2149 0.06 0.07 0.58 -0.0002
H -1.3688 4.0080 -1.6592 0.23 -0.34 -0.10 0.0067
H -2.7162 0.3551 0.1664 1.79 -1.04 1.39 -0.0249
H -4.2199 0.5328 -0.3494 -1.39 -0.21 0.71 -0.0107
C 2.9388 3.6013 1.3323 3.02 1.03 0.75 -0.0003
C 3.7572 3.4704 2.6654 -1.82 0.64 -0.61 0.0000
O 2.8894 3.6695 3.7980 0.17 -1.28 0.17 0.0000
O 2.7195 5.0082 1.1824 -1.01 -0.24 0.14 0.0000
H 2.0737 2.9464 1.2281 -0.10 0.14 0.36 0.0003
H 3.7086 3.3507 0.6025 -0.27 -0.52 -0.53 0.0000
H 4.5139 4.2439 2.7970 0.17 0.04 -0.89 0.0000
H 4.2661 2.5093 2.5920 -0.38 -0.27 0.90 0.0000
H 2.2330 4.3301 3.5650 0.17 0.23 -0.20 0.0000
H 2.2409 5.1533 0.3630 0.02 0.16 -0.09 0.0001
C -0.9065 0.7297 -5.0331 -0.85 -0.27 -0.95 0.0001
C -0.1113 1.9680 -4.6330 0.05 -0.53 -1.71 0.0003
O 0.7223 1.6843 -3.5458 0.09 0.11 0.60 -0.0001
O -0.1335 -0.2686 -5.7755 0.01 1.25 1.40 0.0000
H -1.7758 0.9634 -5.6478 0.08 0.56 -0.28 0.0000
H -1.3823 0.3760 -4.1184 0.39 -0.75 0.35 0.0000
H -0.7543 2.8316 -4.4635 -0.20 -0.25 0.58 0.0001
H 0.4955 2.2812 -5.4826 0.13 -0.02 -0.26 -0.0001
H 1.3238 1.0252 -3.8999 0.34 -0.15 0.25 0.0000
H -0.7317 -0.9121 -6.1623 -0.13 0.04 0.06 0.0000
C 0.0198 1.2763 4.0629 0.88 0.28 0.29 0.0007
C 1.3259 0.4486 4.4314 -2.28 -0.30 0.31 0.0004
O 0.8865 -0.6426 5.3352 0.33 1.29 -1.10 0.0000
O -0.5999 0.8030 2.8343 0.19 0.07 0.62 -0.0006
H 0.2445 2.3369 3.9499 0.65 -0.01 -0.37 -0.0001
H -0.7698 1.3329 4.8122 0.37 -0.84 0.55 0.0000
H 2.0911 1.0979 4.8568 -0.26 0.01 0.30 0.0000
H 1.7339 0.0234 3.5145 0.01 -0.03 -0.09 -0.0001
H 1.6705 -1.0866 5.6665 0.16 -0.04 0.06 0.0000
H -1.5145 1.0879 2.8968 -0.08 -0.08 -0.20 -0.0004
C -0.0248 -0.3982 -0.6455 2.30 -0.37 -0.13 -0.0008
C 1.1024 0.5670 -0.2256 -0.63 0.94 -0.70 0.0041
O 1.5104 0.4058 1.1112 0.01 -0.12 -0.38 0.0007
O -1.0652 -0.2923 0.2501 -2.14 0.80 0.73 0.0182
H 0.3855 -1.4008 -0.5249 -0.13 -0.25 -0.83 -0.0002
H -0.4263 -0.1691 -1.6326 0.48 -0.22 -0.17 0.0002
H 0.6485 1.5567 -0.2773 0.11 0.49 -0.42 -0.0004
H 1.9944 0.5660 -0.8521 -0.19 -0.27 -0.14 0.0007
H 0.7120 0.6084 1.6044 -0.29 -0.06 0.79 0.0000
H -0.8440 -0.8231 1.0188 0.14 -0.56 0.73 -0.0036
C 1.9838 -2.9815 1.5070 0.48 -0.35 2.00 0.0001
C 0.9784 -2.7784 2.7154 0.79 -2.50 -0.93 0.0000
O -0.0589 -1.9273 2.3957 -1.01 2.10 -0.61 0.0003
O 2.8152 -1.8771 1.3172 -0.07 0.24 -0.25 0.0001
H 1.5377 -3.3404 0.5795 -0.57 0.20 0.02 0.0000
H 2.7303 -3.7218 1.7947 -0.50 -0.67 0.22 0.0000
H 1.4727 -2.5364 3.6563 0.36 0.49 -0.31 -0.0001
H 0.4210 -3.6863 2.9457 0.74 -0.92 -0.10 0.0001
H -0.2694 -1.4083 3.1754 -0.11 0.23 0.11 0.0001
H 2.2336 -1.1207 1.2118 0.08 0.72 0.00 0.0000
O 4.8108 -0.0982 -2.5916 0.00 0.19 0.19 0.0000
H 3.8780 -0.1292 -2.8045 -0.19 -0.06 -0.03 0.0000
H 5.2319 -0.6083 -3.2835 0.19 -0.15 -0.16 0.0000
```
Forces are in eV/Å.

=====

2.
# C18H54N9O3P3

3 unconnected molecules or ions with the total composition C18H54N9O3P3 (the ωB97M-V functional and the def2-TZVPD basis, OMol25).

The value obtained for the highest occupied orbital energy is -7.4 eV. The calculation puts the lowest unoccupied orbital energy at 0.5567 eV. As for the strongest force on any atom: 4.80 eV/A. For the energy relative to the best compared isomer or geometry (same formula, charge and spin), the calculation gives 4.115 eV.

The geometry in XYZ format:
```
87
Properties=species:S:1:pos:R:3:forces:R:3:lowdin_charge:R:1
O -0.7236 -1.7342 -1.4895 1.46 1.30 2.07 -0.2494
P -1.9687 -2.2125 -2.0267 -3.50 -0.59 -3.22 0.5237
N -2.7656 -3.4319 -1.1537 2.27 -0.16 -0.18 -0.3115
C -3.7610 -4.3479 -1.7183 -0.67 1.28 2.29 -0.1174
C -2.6497 -3.3597 0.3559 0.93 1.24 -2.13 -0.0629
N -1.7104 -2.7348 -3.6499 0.00 -0.24 0.69 -0.3227
C -0.9955 -4.0181 -3.8116 0.05 1.84 -0.02 -0.1105
C -1.2839 -1.7045 -4.6387 -0.91 -1.05 -0.60 -0.1024
N -3.2217 -1.0981 -2.3745 -0.94 0.99 0.08 -0.2818
C -3.2066 0.4051 -2.1854 0.86 -2.28 -2.17 -0.0964
C -4.4069 -1.5687 -3.1838 0.99 -1.05 1.59 -0.1064
H -4.6441 -3.8524 -1.3152 -1.20 -0.08 -1.31 0.0666
H -3.8542 -5.2265 -1.0799 0.92 -0.77 -0.66 0.0790
H -3.7051 -4.4877 -2.7979 -0.08 -0.06 0.37 0.0807
H -3.5871 -3.6297 0.8422 0.30 -0.24 0.02 0.0854
H -2.3972 -2.3169 0.5481 -0.59 0.32 0.35 0.0405
H -1.7079 -3.8005 0.6827 -0.51 -1.00 0.25 0.0805
H -1.1913 -4.3559 -4.8293 -0.43 -0.79 0.31 0.0785
H 0.0713 -3.7947 -3.8151 0.34 -0.43 0.47 0.0769
H -1.3084 -4.6054 -2.9483 0.31 -0.73 -0.58 0.0659
H -0.7297 -2.1941 -5.4394 0.60 -0.32 0.37 0.0719
H -2.1459 -1.4323 -5.2477 -0.37 0.77 0.47 0.0708
H -0.6972 -0.8417 -4.3236 -0.21 -0.11 0.50 0.0824
H -3.2608 0.7563 -3.2158 0.26 0.51 -0.23 0.0623
H -4.1092 0.8447 -1.7608 0.43 -0.29 1.08 0.0769
H -2.1833 0.5823 -1.8544 -0.50 0.84 0.71 0.0691
H -4.1141 -2.4569 -3.7437 0.29 0.59 -0.89 0.0521
H -4.8925 -0.7719 -3.7472 0.40 -0.08 -0.12 0.0805
H -5.1398 -2.0656 -2.5480 -0.45 0.66 0.45 0.0549
O 6.1442 -0.9414 -0.2559 -0.48 1.51 0.10 -0.3061
P 4.7852 -0.4133 0.0626 -0.96 0.20 -0.43 0.5985
N 4.0799 -1.3018 1.3137 -1.13 -0.35 -1.89 -0.3006
C 4.5186 -1.1512 2.6537 -0.13 0.08 1.29 -0.1471
C 3.7057 -2.7006 1.0379 0.31 -0.21 -0.21 -0.1168
N 3.7980 -0.5225 -1.3279 -2.00 -1.07 1.44 -0.2898
C 2.3073 -0.8649 -1.2624 1.82 -0.54 0.06 -0.0803
C 4.2823 -0.0731 -2.6338 0.28 -0.51 1.28 -0.1113
N 4.5694 1.2371 0.5987 1.96 -3.13 -0.96 -0.3108
C 5.4585 2.1565 -0.1017 -0.58 0.76 1.29 -0.1179
C 3.3350 1.7691 1.0454 -2.11 -1.46 0.32 -0.1630
H 4.9053 -0.1563 2.8742 0.43 -0.21 -0.22 0.0817
H 5.1680 -1.9907 2.9022 0.86 0.41 0.12 0.0775
H 3.7136 -1.2983 3.3737 -0.60 0.13 -0.07 0.0775
H 4.1936 -3.3883 1.7286 0.10 0.22 0.44 0.0732
H 4.0753 -3.0862 0.0878 -0.21 0.50 -0.36 0.0832
H 2.6353 -2.8890 1.1199 -0.11 0.20 -0.07 0.0757
H 1.9480 -0.7387 -2.2838 -0.54 0.61 0.47 0.0613
H 2.1533 -1.9284 -1.0800 0.27 -0.23 0.04 0.0470
H 1.7782 -0.3914 -0.4355 -0.14 0.59 -0.59 0.0577
H 5.2106 -0.6272 -2.7728 0.20 0.45 -0.61 0.0762
H 3.5481 -0.3379 -3.3947 0.20 0.03 -0.01 0.0718
H 4.4217 1.0074 -2.5984 0.22 0.10 -0.51 0.0676
H 6.0320 1.7376 -0.9286 -0.21 -0.07 0.10 0.0714
H 4.7724 2.9546 -0.3853 0.55 0.34 -0.72 0.0722
H 6.1241 2.5642 0.6590 0.50 0.28 -0.34 0.0765
H 3.2299 1.8113 2.1295 0.69 1.61 0.34 0.0758
H 2.4748 1.1009 1.0054 0.19 -1.06 -0.87 0.0429
H 2.8888 2.5158 0.3886 0.54 0.85 0.57 0.0838
O 0.2441 2.4262 0.6663 -1.11 0.28 1.36 -0.2886
P -0.7868 2.5132 1.7529 -0.48 -0.64 1.70 0.5828
N -0.2109 2.8818 3.3092 -1.16 -2.47 0.55 -0.3063
C -0.9606 2.6757 4.6023 -0.40 0.96 -1.34 -0.0991
C 0.9083 3.7352 3.4526 1.00 0.26 -0.76 -0.1438
N -1.7408 1.1396 2.0837 3.08 0.22 3.09 -0.2998
C -1.0405 -0.0882 2.7268 0.56 2.04 -0.90 -0.0509
C -2.8435 0.7674 1.3162 -0.30 -1.24 -1.30 -0.1530
N -1.9123 3.7196 1.5275 0.99 -0.69 -2.40 -0.2994
C -2.9831 4.0612 2.3896 -0.42 1.33 0.96 -0.1373
C -1.7982 4.4033 0.2176 -0.72 0.43 0.80 -0.0926
H -1.2838 3.6894 4.8390 0.00 0.02 0.78 0.0698
H -0.4122 2.2270 5.4305 0.67 0.18 -0.29 0.0775
H -1.8820 2.0958 4.5495 0.18 -0.12 -0.72 0.0662
H 1.5291 3.6206 2.5640 0.29 -0.11 0.09 0.0609
H 1.4822 3.4363 4.3298 0.14 0.29 0.04 0.0874
H 0.6660 4.7979 3.4550 -0.22 0.29 0.52 0.0818
H -0.3625 0.2431 3.5133 -0.53 0.22 0.43 0.0583
H -1.7530 -0.8318 3.0838 -0.06 0.28 -0.10 0.0770
H -0.3018 -0.5171 2.0497 -0.46 -0.42 -0.60 0.0728
H -2.4044 0.3849 0.3948 -0.90 -0.23 -0.68 0.0611
H -3.2714 -0.0804 1.8511 -0.65 0.06 -0.28 0.0782
H -3.5924 1.5370 1.1296 0.17 0.11 0.07 0.0840
H -2.7869 4.7785 3.1866 1.13 0.24 0.36 0.0697
H -3.6531 4.7156 1.8320 -0.81 -0.87 -0.28 0.0822
H -3.4109 3.2526 2.9824 -0.41 -0.40 -0.79 0.0782
H -1.3469 5.3819 0.3812 0.68 -0.08 -0.35 0.0794
H -2.7752 4.6819 -0.1773 -0.38 -0.49 -0.02 0.0710
H -1.2836 3.7531 -0.4900 0.16 0.47 0.10 0.0675
```
Forces are in eV/Å.

=====

Question: The highest strongest force on any atom belongs to which entry?
Answer: C18H54N9O3P3